No. 1
120
Properties=species:S:1:pos:R:3 method="wB97M-V/def2-TZVPD" homo_ev="-12.9 / -12.9" orbital_gap_ev="9.96 / 2.07" spin_multiplicity=2 total_charge=+1 lumo_energy_ev="-2.99 / -10.86" relative_energy_ev=15.388
H 0.917 6.671 -1.638
H 0.926 6.053 -2.978
O 1.327 6.059 -2.130
H -0.663 -4.317 3.394
H -0.037 -5.830 3.696
O -0.391 -5.083 3.977
H -2.406 1.855 0.828
H -3.006 1.498 -0.470
O -3.201 1.863 0.338
H 0.820 -2.115 0.654
H 0.777 -0.699 -0.237
O 1.200 -1.175 0.544
H 0.683 0.940 -4.979
H 1.469 1.627 -6.159
O 0.755 1.220 -5.937
H 2.439 0.429 3.094
O 1.601 -0.209 3.050
H -0.262 -3.710 4.834
O -0.007 -2.676 4.859
H 5.184 0.046 -2.014
H 4.444 -0.999 -1.395
O 5.348 -0.476 -1.237
H -1.005 1.576 -3.591
H -2.204 1.058 -4.601
O -1.515 0.786 -3.989
H 2.584 5.482 -1.412
H 3.964 5.064 -0.807
O 3.218 4.721 -1.262
H -1.655 0.066 3.409
H -0.914 -0.734 2.291
O -1.784 -0.323 2.362
H -4.193 -0.807 -0.753
O -3.478 -1.494 -1.098
H 3.296 2.977 1.920
H 4.223 2.420 3.093
O 3.335 2.360 2.579
H 0.721 5.747 -0.239
H -0.253 5.840 0.894
O 0.642 5.868 0.713
H -2.520 5.422 -0.944
H -1.627 4.499 -1.929
O -1.802 5.492 -1.614
H -3.898 -3.518 3.526
H -3.287 -2.302 3.253
O -4.141 -2.589 3.766
H -3.607 -3.247 -4.862
H -3.929 -1.885 -4.242
O -4.344 -2.693 -4.555
H -0.686 -0.689 -3.311
H -1.904 -1.436 -3.852
O -1.364 -1.360 -2.978
H -1.878 -1.669 -0.002
O -1.060 -1.310 -0.387
H -5.247 1.442 -0.261
H -5.738 2.045 -1.674
O -6.111 1.634 -0.867
H -3.527 0.114 5.868
O -3.525 0.253 4.899
H -0.259 -0.849 6.460
H -0.913 -1.457 5.518
O -1.069 -0.712 6.069
H -5.253 0.059 1.880
H -4.658 1.018 0.913
O -5.171 0.157 0.982
H 0.475 1.692 0.224
H 1.406 2.516 -0.527
O 0.409 2.335 -0.462
H 3.476 -2.822 0.924
H 4.721 -2.164 1.101
O 4.228 -2.907 1.489
H 1.100 2.289 -3.144
H 1.847 3.663 -3.066
O 2.049 2.773 -3.420
H 4.185 -3.657 -1.945
H 4.729 -3.450 -3.101
O 3.834 -3.756 -2.854
H 3.249 1.196 0.223
H 3.029 1.750 -1.453
O 2.693 1.205 -0.683
H 3.590 1.821 -3.399
H 4.523 2.924 -2.719
O 4.148 2.142 -2.683
H -3.008 -3.443 -1.073
H -1.517 -3.884 -0.814
O -2.468 -3.842 -0.399
H 2.336 -1.928 -3.350
H 1.966 -2.605 -2.012
O 2.209 -1.762 -2.433
H -4.347 1.298 -5.269
O -4.025 1.973 -4.772
H -1.522 -2.506 1.650
H -1.546 -3.907 1.301
O -1.359 -3.414 1.920
H -1.195 -0.909 -1.225
H 1.262 0.016 2.160
H -3.334 -0.573 4.632
H 0.959 -2.470 4.719
H -2.754 -1.010 -1.604
H -3.808 1.844 -3.873
O 0.396 -2.788 -5.392
H 0.728 -2.084 -4.967
H 0.323 -3.520 -4.858
O -0.766 2.025 4.594
H -0.216 1.890 5.274
H -0.195 1.354 4.025
O 3.288 -0.207 5.574
H 2.589 0.458 6.022
H 2.823 -0.372 4.798
O 0.554 0.731 -2.531
H 1.227 -0.022 -2.646
H 0.688 0.907 -1.588
O 0.040 3.698 2.361
H 0.052 3.189 3.147
H 0.848 3.758 1.861
O 1.500 -5.119 -0.300
H 0.486 -4.912 -0.529
H 1.760 -5.286 0.711
O 2.383 -4.347 2.946
H 1.848 -4.196 3.764
H 2.727 -3.586 2.409

***

No. 2
13
Properties=species:S:1:pos:R:3 method="wB97M-V/def2-TZVPD" homo_ev=-14.5 orbital_gap_ev=6.96 total_charge=+1 lumo_energy_ev=-7.53 relative_energy_ev=8.667
C 0.861 0.095 2.086
C 1.099 1.173 1.035
C 0.637 0.568 0.013
C -1.361 -0.420 -1.219
C 0.136 -0.151 -1.098
N 0.903 -0.636 3.058
O 0.310 -1.067 1.702
H 1.655 2.065 1.285
H -1.820 -1.359 -0.889
H -1.737 -0.303 -2.305
H -1.815 0.398 -0.624
H 0.226 0.640 -1.953
H 0.904 -1.003 -1.091

***

No. 3
14
Properties=species:S:1:pos:R:3 method="wB97M-V/def2-TZVPD" homo_ev=-7.5 orbital_gap_ev=7.39 total_charge=0 lumo_energy_ev=-0.15 relative_energy_ev=2.307
C 1.751 0.119 -0.805
C 0.811 -0.164 0.168
C -1.934 -0.166 0.208
O -1.944 0.971 0.583
O -1.759 -1.190 1.044
O -2.168 -0.446 -1.070
I 4.057 -0.100 -0.534
I 1.149 0.881 2.005
H 1.589 -0.492 -1.726
H 1.755 1.193 -1.136
H 0.746 -1.216 0.312
H 0.192 2.219 1.871
H -1.943 -2.029 0.632
H -2.302 0.420 -1.550